# C68H72O2

A cluster of 12 separate species, C68H72O2 in total at a distorted geometry (ωB97M-V/def2-TZVPD, the Open Molecules 2025 dataset).

Each line ends with the Mulliken charge.
Atoms and positions in Å:
H  -10.357  12.880  20.931  0.958
H  -12.090  8.956  20.857  0.405
C  -8.424  9.834  13.112  -0.544
C  -12.372  6.880  17.980  -0.421
H  -9.732  18.701  23.380  0.391
C  -4.811  11.904  19.037  -0.584
C  -7.995  9.381  22.634  0.079
C  -6.350  11.149  17.353  -0.304
C  -15.104  8.782  21.903  -0.216
H  -15.651  10.500  15.710  0.409
H  -17.096  7.132  19.632  0.351
H  -7.200  8.798  25.863  0.400
H  -13.857  7.179  25.950  0.367
H  -8.896  9.508  22.026  0.208
H  -9.965  13.904  25.222  0.483
H  -15.386  11.206  19.540  0.429
H  -13.604  4.697  22.431  0.441
C  -10.261  9.281  19.681  -1.573
C  -11.680  7.287  23.382  0.268
C  -11.375  10.986  20.996  -0.251
H  -7.544  4.503  16.929  0.449
H  -8.000  9.602  12.102  0.312
H  -7.601  7.859  19.646  0.223
C  -11.315  9.671  20.525  0.508
C  -15.000  11.151  16.275  -0.542
H  -7.054  11.360  16.559  0.412
H  -11.592  5.942  21.828  0.649
H  -5.832  7.007  20.865  0.265
H  -14.379  10.737  21.792  0.472
H  -5.418  3.757  18.156  0.468
C  -8.205  9.018  14.227  -0.713
C  -9.118  11.022  13.290  -0.504
H  -7.196  14.946  20.719  0.283
H  -7.543  8.184  14.149  0.475
O  -8.046  14.844  23.384  -0.572
H  -11.931  11.014  17.772  -0.040
C  -10.411  11.863  20.583  -0.222
H  -12.196  11.231  21.664  -0.088
C  -13.814  10.625  16.758  -0.426
C  -7.230  6.917  19.341  0.288
H  -8.565  9.851  18.540  -0.116
C  -5.634  9.314  22.815  -0.395
C  -11.529  17.011  20.984  -0.472
H  -16.839  9.478  18.472  0.385
H  -11.518  3.291  16.890  0.371
C  -12.199  11.452  24.589  0.016
C  -7.016  9.047  24.812  -0.668
H  -11.739  8.335  25.216  0.511
H  -10.586  5.239  15.655  0.446
C  -13.143  13.162  26.012  -0.135
H  -16.308  12.797  16.338  0.414
H  -8.571  8.661  16.336  0.542
C  -11.019  12.157  24.635  -0.227
C  -12.937  11.432  17.555  0.727
H  -13.542  5.956  19.552  0.490
H  -13.999  13.616  26.543  0.296
C  -13.946  5.948  24.201  -0.532
H  -4.729  4.750  20.139  0.374
C  -10.425  17.984  22.936  -0.439
C  -8.137  9.202  24.008  -0.020
C  -6.176  6.392  20.032  -0.391
H  -9.134  9.235  24.495  0.268
C  -11.191  17.182  23.707  -0.449
C  -5.899  9.855  17.502  -0.171
C  -16.386  9.258  19.430  -0.540
H  -12.566  15.582  23.890  0.352
C  -14.476  13.239  17.335  -0.375
C  -13.433  6.970  24.962  -0.588
C  -7.826  13.526  22.982  0.461
H  -12.755  7.872  18.119  0.392
C  -12.110  16.227  23.132  -0.180
C  -13.258  12.758  17.826  -1.001
C  -12.269  16.110  21.757  -0.304
H  -10.256  12.213  14.640  0.484
H  -6.128  13.166  17.868  0.419
C  -11.105  5.347  16.612  -0.748
C  -5.997  4.578  18.399  -0.524
H  -6.804  12.293  21.638  -0.041
C  -11.988  13.941  25.985  -1.040
C  -8.804  9.286  15.439  0.177
C  -15.830  7.780  21.239  -0.269
C  -5.773  9.084  24.201  -0.664
H  -10.781  7.764  23.022  0.414
O  -7.365  13.990  20.644  -0.461
H  -13.144  15.474  21.382  0.319
C  -10.913  13.401  25.319  -0.275
H  -4.622  9.426  22.346  0.280
C  -10.608  17.859  21.520  -0.418
H  -4.396  12.736  19.588  0.386
C  -6.898  13.407  21.811  -0.238
C  -12.509  4.509  18.372  -0.748
H  -11.955  14.822  26.598  0.495
C  -9.674  11.326  14.522  -0.796
C  -4.962  9.564  18.427  -0.550
H  -10.171  8.247  19.405  0.206
H  -15.776  6.799  21.703  0.362
C  -7.702  6.237  18.206  0.315
H  -12.266  10.563  23.941  0.678
C  -12.898  5.769  18.694  -0.220
C  -16.462  7.971  20.015  -0.543
H  -3.677  10.369  19.949  0.372
C  -15.349  12.445  16.599  -0.531
H  -8.413  6.673  17.522  0.188
C  -11.406  6.673  17.011  0.060
H  -12.878  3.649  18.834  0.503
H  -14.665  8.617  22.886  0.203
C  -4.441  10.602  19.199  -0.155
H  -5.942  13.796  22.158  0.461
C  -7.095  5.042  17.742  -0.997
C  -12.161  6.281  22.638  -0.753
H  -8.726  13.030  22.610  -0.441
C  -6.733  9.355  22.003  -0.079
C  -5.520  5.240  19.572  -0.697
H  -6.218  9.021  16.806  0.278
C  -5.769  12.191  18.067  -0.507
H  -14.342  11.554  25.136  0.341
H  -4.849  8.926  24.794  0.312
C  -9.350  10.189  19.205  0.454
C  -13.309  11.954  25.297  -0.899
H  -4.655  8.526  18.548  0.499
H  -12.681  13.415  18.435  0.680
C  -13.306  5.558  23.029  -0.542
C  -9.447  11.496  19.623  -0.663
C  -15.651  10.290  20.049  -0.223
H  -9.980  10.742  16.569  0.430
C  -12.299  7.661  24.599  -0.615
H  -9.284  11.676  12.461  0.403
H  -10.133  11.698  24.217  0.280
H  -13.368  9.687  16.440  0.302
H  -11.104  7.472  16.361  0.419
H  -10.074  18.594  20.934  0.408
H  -7.441  13.016  23.902  0.347
H  -6.616  9.576  20.937  0.336
C  -9.580  10.431  15.603  -0.314
H  -8.859  15.170  22.998  0.262
H  -8.884  12.358  19.273  0.177
C  -11.701  4.291  17.262  -0.536
H  -14.765  5.378  24.614  0.406
C  -15.044  10.041  21.320  -0.408
H  -11.635  16.962  19.918  0.393
H  -14.871  14.189  17.541  0.411
H  -11.207  17.193  24.758  0.400

Forces on the atoms, in the same order (eV/Å):
-0.3 0.3 0.1
0.6 0.3 -0.3
0.6 0.0 -0.4
0.1 -1.0 0.2
-0.2 -0.2 -0.3
-0.7 0.9 -0.8
-0.4 -0.3 -0.5
0.3 0.6 -0.8
-0.9 0.3 -0.6
-0.2 0.1 -0.2
0.8 1.0 0.0
0.6 0.3 -0.3
-0.1 -0.1 -0.4
0.3 0.0 0.1
0.2 0.3 0.3
-0.5 0.1 -0.1
-0.2 0.2 0.3
-1.2 -0.5 0.8
0.3 1.7 1.5
-0.5 -1.3 0.1
0.1 0.0 -0.5
-0.3 0.1 1.2
-0.7 0.8 0.1
0.0 -0.3 0.0
0.3 -1.0 0.3
-0.2 0.1 0.1
0.5 -0.3 -1.4
0.2 -0.6 0.1
-0.1 0.7 0.0
0.6 -1.8 -1.0
-0.1 0.1 -0.7
-0.3 -0.5 0.2
-0.3 -0.5 -0.1
0.2 -0.6 -0.1
-0.1 1.0 0.1
-0.9 0.3 0.3
0.7 0.4 -0.8
0.3 0.3 0.0
1.9 1.2 0.6
-0.5 -1.1 -1.9
0.0 0.2 -0.1
1.5 -0.5 0.4
-0.2 -1.0 -0.7
-0.1 -0.2 0.0
0.0 -0.1 0.2
-1.0 -0.1 0.0
-0.2 -0.6 -0.1
-0.4 0.5 0.4
0.2 -0.3 0.5
-1.5 0.1 -0.1
-0.8 0.6 -0.4
-0.3 0.4 -0.9
0.4 0.8 0.9
0.2 -0.6 -1.2
-0.1 0.0 -0.3
0.3 -0.6 -0.3
-0.1 -1.0 -0.7
0.0 0.4 -0.2
0.0 0.1 -1.6
-0.6 0.4 -0.1
1.4 -0.5 0.4
0.6 -0.1 -0.6
-1.7 -2.0 -0.9
-1.1 -1.4 -1.9
0.5 0.2 0.4
-0.3 0.1 -0.7
-0.4 -1.2 -0.2
0.2 0.9 1.6
-0.3 -1.0 0.4
-0.1 0.3 0.5
1.2 0.5 0.9
-1.2 -0.5 -0.5
-1.6 -0.1 1.1
-0.2 0.5 0.1
-0.1 1.0 0.1
-0.4 1.2 -0.5
0.7 1.7 2.7
0.2 1.1 -0.1
-0.2 -1.6 0.2
0.1 0.0 1.4
0.8 -0.4 0.5
1.2 0.0 0.2
0.2 0.2 0.3
-0.1 1.2 -0.5
1.8 0.8 0.2
0.6 -1.0 -1.1
-1.0 -0.3 0.7
0.8 1.4 1.8
0.2 -0.2 0.2
1.0 -2.0 1.2
0.5 -0.1 -1.2
0.2 0.4 -0.1
-0.3 -0.9 0.6
0.9 -0.3 1.1
-0.1 -0.4 -0.2
-0.4 0.0 -0.1
0.8 -0.2 -0.4
-0.1 0.4 0.6
0.3 1.9 0.5
-0.6 0.5 0.3
-0.2 0.0 -0.2
1.0 -0.4 0.5
-0.6 0.1 0.4
-0.9 -1.2 -0.5
-0.7 -1.0 1.0
0.1 -0.2 -0.3
1.3 -1.1 1.1
0.5 0.1 -0.5
-0.9 1.3 0.6
-1.8 -1.8 0.1
-0.5 0.0 0.6
-1.2 1.1 0.3
-1.1 -0.1 -0.4
0.0 1.2 0.9
-0.5 -1.2 0.1
1.2 0.1 0.5
-0.7 0.2 -0.4
0.5 0.2 -0.3
-0.2 0.9 -0.5
0.2 0.3 0.1
0.7 0.2 0.3
0.4 0.6 0.1
-0.6 1.3 0.8
0.7 -1.4 1.1
0.0 -0.4 -0.2
0.9 -0.8 -1.6
0.0 0.4 -0.4
0.1 0.3 -0.3
-0.6 -0.2 0.1
0.4 0.5 0.0
0.1 -0.3 -0.5
-0.1 -0.1 -1.0
-0.2 -0.3 0.3
0.5 0.8 -0.6
-0.2 0.2 -0.1
0.6 -0.6 -0.2
0.8 -0.1 -0.4
-0.2 0.0 -0.2
-0.1 -0.6 -1.3
-0.1 0.2 -0.4
0.1 1.4 0.5
0.4 0.2 1.2

Output
SMILES: c1ccccc1.c1ccccc1.c1ccccc1.c1ccccc1.c1ccccc1.c1ccccc1.c1ccccc1.c1ccccc1.c1ccccc1.c1ccccc1.c1ccccc1.OCCO
Multiplicity: 1
Energy in a.u.: -2784.72410
Max |F| in Eh/bohr: 0.0631
Net charge: 0